6
Properties=species:S:1:pos:R:3 method="wB97M-V/def2-TZVPD" gap_ev="4.937 / 4.942" e_lumo_ev="-3.92 / -3.92" e_homo_ev="-8.9 / -8.9" de_lowest_kcal_mol=60.2
O -0.656 -0.256 -1.415
O 0.325 1.624 -0.189
O 0.952 -0.931 1.088
S -0.570 0.470 -0.167
Br 1.985 1.622 -1.437
Br 0.447 -2.575 1.016

14
Properties=species:S:1:pos:R:3 method="wB97M-V/def2-TZVPD" gap_ev="8.854 / 8.852" e_lumo_ev="0.73 / 0.73" e_homo_ev="-8.1 / -8.1" smiles="N=O.CN.N" de_lowest_kcal_mol=49.1
N 1.689 0.336 -1.216
O 0.957 1.332 -1.420
H 2.650 0.640 -0.928
C -1.115 -1.594 0.201
N -0.010 -0.767 0.686
H -1.920 -1.603 0.937
H -0.817 -2.626 -0.009
H -1.486 -1.149 -0.721
H 0.393 -1.163 1.529
H 0.750 -0.698 -0.067
N -0.187 1.826 0.151
H -0.221 0.710 0.533
H 0.322 2.552 0.637
H -1.002 2.202 -0.312

108
Properties=species:S:1:pos:R:3 method="wB97M-V/def2-TZVPD" gap_ev=6.963 e_lumo_ev=-4.22 e_homo_ev=-11.2 charge=+1
C 7.339 -1.759 0.205
C 6.930 -0.367 0.585
O 7.703 0.447 1.005
O 5.597 -0.049 0.475
C 5.142 0.141 -0.873
C 5.039 1.621 -1.190
C 3.926 2.327 -0.387
C 2.893 3.052 -1.275
C 1.546 3.141 -0.571
C 0.541 4.066 -1.246
C -0.642 4.434 -0.327
C -2.050 4.082 -0.898
C -2.613 2.902 -0.186
N -3.225 3.117 0.958
N -3.697 2.050 1.582
C -3.627 0.778 1.233
C -4.252 -0.239 2.138
C -5.798 -0.201 2.133
C -6.491 -0.347 0.761
C -7.335 -1.600 0.577
F -7.412 -1.851 -0.761
F -8.599 -1.428 1.007
C -6.760 -2.899 1.209
F -7.228 -3.956 0.537
F -7.158 -3.046 2.475
F -5.425 -2.939 1.135
C -2.973 0.490 0.015
C -2.788 -0.902 -0.463
I -4.027 -1.497 -2.051
C -1.864 -1.722 0.037
C -1.554 -3.113 -0.392
I -0.640 -1.018 1.614
C -2.487 1.570 -0.703
C -1.829 1.333 -2.015
C -0.587 0.712 -2.090
C -0.020 0.475 -3.334
C -0.684 0.843 -4.496
C -1.920 1.470 -4.420
C -2.492 1.714 -3.180
H 6.577 -2.493 0.453
H 7.489 -1.810 -0.873
H 8.263 -2.043 0.692
H 5.819 -0.367 -1.564
H 4.159 -0.333 -0.952
H 6.000 2.067 -0.921
H 4.936 1.762 -2.269
H 4.400 3.040 0.285
H 3.402 1.570 0.204
H 3.286 4.047 -1.495
H 2.821 2.488 -2.209
H 1.160 2.120 -0.473
H 1.711 3.492 0.453
H 0.203 3.688 -2.214
H 1.075 4.993 -1.473
H -0.500 3.908 0.621
H -0.638 5.490 -0.071
H -2.717 4.938 -0.823
H -1.952 3.865 -1.958
H -4.181 2.259 2.448
H -3.855 -1.210 1.856
H -3.953 -0.027 3.167
H -6.084 0.768 2.549
H -6.146 -0.937 2.854
H -5.781 -0.326 -0.063
H -7.156 0.506 0.634
H -0.494 -3.162 -0.656
H -2.115 -3.408 -1.275
H -1.719 -3.835 0.407
H -0.071 0.401 -1.192
H 0.939 -0.020 -3.410
H -0.255 0.638 -5.467
H -2.476 1.758 -5.302
H -3.457 2.202 -3.107
C -2.233 5.550 4.110
N -1.773 6.542 3.101
O -2.315 7.628 3.087
O -0.882 6.193 2.359
H -3.025 5.998 4.697
H -2.584 4.681 3.561
H -1.377 5.296 4.729
C -4.074 8.730 0.461
N -3.848 7.780 -0.662
O -4.791 7.493 -1.368
O -2.719 7.350 -0.801
H -5.117 9.023 0.453
H -3.808 8.218 1.380
H -3.422 9.582 0.300
C -6.388 -6.102 3.015
N -5.646 -7.156 3.761
O -6.111 -7.539 4.811
O -4.617 -7.554 3.255
H -7.276 -5.842 3.578
H -5.721 -5.252 2.916
H -6.645 -6.509 2.041
C 9.387 -5.867 0.165
N 8.606 -4.685 -0.285
O 9.197 -3.801 -0.871
O 7.415 -4.681 -0.037
H 10.419 -5.730 -0.127
H 9.287 -5.924 1.246
H 8.961 -6.733 -0.313
C 10.322 -9.784 -2.656
N 10.229 -8.512 -1.890
O 11.121 -8.249 -1.113
O 9.253 -7.815 -2.099
H 11.235 -10.290 -2.366
H 9.445 -10.375 -2.410
H 10.328 -9.526 -3.710

Which maximum force belongs to each record? In order, 4.9, 2.6, 1.3 eV/Å.